Here is C4H3N3 in the gas phase from the Open Molecules 2025 dataset. Energies are from wB97M-V/def2-TZVPD.

Output
Orbital gap, Ha: 0.3483
LUMO, eV: -0.023
SMILES: N#Cc1ncc[nH]1
E_HOMO, eV: -9.50
Total energy, eV: -8663.5952
Energy relative to the best compared isomer or geometry (same formula, charge and spin), kJ/mol: 271.7

Geometry (Å):
N1 -1.67 2.79 0.15
C1 -1.12 1.79 -0.05
C2 -0.45 0.54 -0.22
N2 0.05 0.04 -1.34
C3 0.74 -1.06 -0.96
C4 0.68 -1.29 0.43
N3 -0.19 -0.25 0.82
H1 1.22 -1.65 -1.74
H2 1.30 -0.66 1.14
H3 -0.56 -0.25 1.76